[1]
Below is a cluster of 11 separate species, C29H80O11 in total in a non-equilibrium geometry, with properties calculated with ωB97M-V/def2-TZVPD.

Geometry (Å):
C: 15.742 13.730 -0.636
C: 15.034 13.350 0.698
C: 13.600 12.934 0.494
O: 15.762 12.351 1.343
H: 16.729 14.159 -0.459
H: 15.245 14.475 -1.257
H: 16.022 12.868 -1.241
H: 15.029 14.179 1.406
H: 13.205 12.355 1.329
H: 13.447 12.305 -0.383
H: 12.970 13.823 0.458
H: 16.639 12.653 1.590
C: 17.139 19.307 -9.308
C: 16.299 18.873 -8.106
C: 16.592 19.646 -6.818
O: 14.960 19.192 -8.458
H: 17.152 20.396 -9.349
H: 16.712 18.964 -10.251
H: 18.167 18.952 -9.231
H: 16.418 17.803 -7.936
H: 15.786 19.491 -6.100
H: 16.695 20.716 -6.998
H: 17.517 19.393 -6.299
H: 14.951 20.143 -8.591
C: 17.558 10.895 -6.683
C: 18.735 11.293 -5.815
C: 18.300 12.150 -4.617
O: 19.385 10.106 -5.349
H: 16.769 10.543 -6.017
H: 17.742 10.158 -7.464
H: 17.234 11.742 -7.288
H: 19.404 11.852 -6.469
H: 17.656 11.586 -3.943
H: 17.783 13.047 -4.959
H: 19.200 12.324 -4.028
H: 18.734 9.407 -5.252
C: 19.804 15.309 -2.940
C: 19.117 16.626 -3.214
C: 19.087 16.916 -4.719
O: 17.762 16.472 -2.838
H: 19.907 15.165 -1.865
H: 20.815 15.203 -3.334
H: 19.243 14.474 -3.359
H: 19.429 17.504 -2.649
H: 20.109 16.849 -5.094
H: 18.695 17.913 -4.921
H: 18.555 16.185 -5.329
H: 17.617 16.673 -1.911
C: 17.494 14.669 -8.011
C: 18.826 15.444 -8.246
C: 20.129 14.830 -7.675
O: 19.023 15.552 -9.646
H: 17.497 13.789 -8.655
H: 16.682 15.335 -8.300
H: 17.228 14.351 -7.003
H: 18.706 16.465 -7.883
H: 20.933 15.547 -7.847
H: 20.310 13.892 -8.198
H: 20.066 14.630 -6.605
H: 19.583 16.303 -9.857
C: 13.988 19.556 -0.016
C: 13.194 18.486 -0.729
C: 13.653 17.085 -0.313
O: 11.849 18.651 -0.341
H: 15.070 19.442 -0.076
H: 13.755 19.625 1.047
H: 13.767 20.514 -0.487
H: 13.234 18.613 -1.811
H: 14.728 16.991 -0.468
H: 13.160 16.362 -0.962
H: 13.568 16.855 0.749
H: 11.335 18.189 -1.007
C: 11.141 15.440 -3.624
C: 10.051 16.100 -2.784
C: 9.821 15.315 -1.523
O: 10.538 17.347 -2.429
H: 10.652 14.548 -4.016
H: 12.057 15.208 -3.081
H: 11.472 15.991 -4.504
H: 9.100 16.090 -3.317
H: 10.639 15.261 -0.805
H: 9.327 14.358 -1.694
H: 9.099 15.855 -0.911
H: 10.741 17.762 -3.271
C: 13.318 12.632 -3.754
C: 14.358 11.972 -4.731
C: 13.696 10.797 -5.476
O: 14.710 12.886 -5.719
H: 13.641 13.589 -3.344
H: 13.060 11.987 -2.914
H: 12.455 12.914 -4.357
H: 15.234 11.645 -4.171
H: 14.354 10.426 -6.262
H: 12.819 11.094 -6.051
H: 13.439 10.014 -4.762
H: 15.189 13.630 -5.347
C: 13.122 15.350 -7.849
C: 12.287 14.053 -8.077
C: 12.959 13.150 -9.053
O: 12.144 13.315 -6.945
H: 14.117 15.105 -7.477
H: 12.674 15.941 -7.050
H: 13.153 15.919 -8.778
H: 11.329 14.348 -8.505
H: 12.306 12.317 -9.314
H: 13.834 12.661 -8.625
H: 13.237 13.721 -9.938
H: 13.021 13.039 -6.671
C: 14.933 16.228 -4.325
O: 15.989 15.285 -4.550
H: 14.075 15.905 -4.914
H: 14.692 16.195 -3.263
H: 15.189 17.222 -4.691
H: 16.678 15.610 -3.967
C: 12.718 19.054 -5.119
O: 11.426 18.577 -4.728
H: 12.644 19.863 -5.846
H: 13.192 19.520 -4.255
H: 13.357 18.289 -5.559
H: 11.040 17.980 -5.372

Multiplicity   2
LUMO (alpha / beta)   0.080 / 0.078 Ha
E_HOMO (alpha / beta)   0.012 / -0.266 Eh
Charge   -1
ΔE to the lowest compared entry with this formula, charge and spin   0.0 kJ/mol

[2]
Below is a cluster of 13 separate species, C29H81N3O13S10 in total in a non-equilibrium geometry, with properties calculated with ωB97M-V/def2-TZVPD.

Geometry (Å):
C: 2.270 -4.796 -1.905
S: 3.348 -4.534 -0.554
O: 3.364 -3.056 -0.353
C: 2.360 -5.208 0.822
H: 2.754 -4.317 -2.756
H: 1.345 -4.278 -1.689
H: 2.078 -5.868 -2.068
H: 2.697 -4.676 1.694
H: 2.444 -6.276 0.976
H: 1.309 -5.043 0.754
C: -7.080 -1.232 -1.616
S: -5.495 -0.947 -0.906
O: -4.935 -2.325 -0.702
C: -4.728 -0.404 -2.446
H: -6.823 -2.068 -2.315
H: -7.575 -0.416 -2.160
H: -7.712 -1.564 -0.818
H: -3.853 0.205 -2.240
H: -5.455 0.213 -2.924
H: -4.494 -1.195 -3.162
C: -0.394 -0.515 -0.124
S: -1.304 0.942 -0.503
O: -2.768 0.667 -0.160
C: -0.739 1.963 0.761
H: -0.634 -0.946 0.858
H: 0.668 -0.217 -0.241
H: -0.572 -1.169 -0.935
H: -0.958 1.624 1.760
H: -1.181 2.942 0.514
H: 0.299 2.160 0.717
C: 1.565 -0.886 -4.504
S: 1.807 -2.714 -4.792
O: 3.172 -3.051 -4.509
C: 1.699 -2.440 -6.601
H: 2.481 -0.362 -4.789
H: 1.432 -0.742 -3.444
H: 0.694 -0.541 -5.007
H: 2.374 -1.595 -6.682
H: 0.643 -2.142 -6.840
H: 2.060 -3.288 -7.182
C: -0.843 -4.114 3.099
S: -1.317 -3.767 1.443
O: -1.052 -5.014 0.719
C: -3.047 -3.452 1.751
H: -1.031 -3.259 3.752
H: 0.181 -4.413 3.114
H: -1.409 -4.930 3.480
H: -3.138 -2.467 2.174
H: -3.447 -4.172 2.461
H: -3.486 -3.605 0.763
C: 2.464 -1.621 2.163
S: 2.497 0.164 2.575
O: 1.091 0.631 2.452
C: 2.738 -0.069 4.390
H: 1.739 -1.988 2.914
H: 3.436 -2.124 2.321
H: 2.088 -1.679 1.146
H: 2.327 0.795 4.899
H: 3.771 -0.197 4.588
H: 2.276 -1.003 4.778
C: 1.248 4.064 3.218
S: 0.035 4.738 2.165
O: 0.740 4.842 0.867
C: -0.171 6.412 2.814
H: 1.473 3.146 2.741
H: 1.032 3.980 4.256
H: 2.165 4.589 3.073
H: 0.693 7.053 2.479
H: -0.175 6.320 3.913
H: -1.126 6.832 2.445
C: 5.949 3.097 0.883
S: 5.086 4.635 0.962
O: 4.468 4.874 2.301
C: 3.767 4.215 -0.197
H: 6.324 2.977 -0.161
H: 5.330 2.302 1.193
H: 6.765 3.167 1.607
H: 4.138 3.425 -0.889
H: 3.320 5.133 -0.575
H: 2.948 3.766 0.338
C: -1.640 -5.482 -4.124
S: -2.196 -3.865 -3.376
O: -2.819 -3.128 -4.504
C: -3.505 -4.609 -2.358
H: -2.528 -5.993 -4.488
H: -1.126 -5.992 -3.358
H: -0.997 -5.204 -4.951
H: -3.921 -3.726 -1.853
H: -3.072 -5.283 -1.581
H: -4.246 -4.991 -3.090
C: 4.978 0.126 -1.458
S: 4.522 -0.891 -2.935
O: 4.544 -0.027 -4.132
C: 6.022 -1.909 -2.975
H: 5.974 0.576 -1.514
H: 4.867 -0.569 -0.636
H: 4.145 0.829 -1.377
H: 6.863 -1.202 -3.115
H: 5.863 -2.425 -3.893
H: 6.053 -2.505 -2.106
C: -2.296 2.396 5.388
O: -1.619 3.274 4.862
N: -2.341 1.096 5.059
C: -3.296 0.152 5.643
C: -1.507 0.493 4.047
H: -3.040 2.598 6.190
H: -2.803 -0.708 6.044
H: -3.974 -0.135 4.875
H: -4.010 0.572 6.367
H: -2.129 0.166 3.159
H: -0.832 1.280 3.678
H: -1.034 -0.399 4.423
C: -5.655 2.517 3.767
O: -5.153 2.878 4.838
N: -5.174 2.687 2.547
C: -5.874 2.167 1.388
C: -4.090 3.577 2.347
H: -6.644 2.006 3.792
H: -5.292 1.444 0.897
H: -6.087 2.995 0.693
H: -6.783 1.601 1.713
H: -3.111 3.079 2.190
H: -4.391 4.130 1.401
H: -4.054 4.276 3.130
C: 1.560 2.306 -2.520
O: 2.080 1.525 -1.740
N: 2.221 3.013 -3.485
C: 1.511 3.877 -4.347
C: 3.620 2.862 -3.605
H: 0.478 2.511 -2.342
H: 0.478 3.841 -4.125
H: 1.674 3.691 -5.467
H: 1.953 4.870 -4.262
H: 4.158 3.816 -3.423
H: 3.875 2.040 -2.964
H: 3.787 2.586 -4.672

LUMO   0.006 Ha
E_HOMO   -0.303 Eh

[3]
Below is a cluster of 8 separate species, C29H81N7O8 in total in a non-equilibrium geometry, with properties calculated with ωB97M-V/def2-TZVPD.

Geometry (Å):
C: -8.401 -0.791 -3.003
O: -7.025 -0.649 -3.534
C: -6.161 -0.874 -2.365
C: -4.765 -0.894 -3.050
C: -4.330 -2.253 -3.719
N: -3.877 -0.732 -2.037
H: -9.111 -0.834 -3.805
H: -8.911 0.074 -2.512
H: -8.665 -1.619 -2.474
H: -6.452 0.000 -1.647
H: -6.235 -1.754 -1.769
H: -4.850 0.056 -3.649
H: -3.565 -1.927 -4.372
H: -4.930 -2.730 -4.458
H: -4.244 -3.211 -3.080
H: -3.616 -1.512 -1.434
H: -4.086 0.057 -1.431
C: 1.793 -0.096 -3.498
O: 0.770 -0.304 -4.379
C: -0.452 0.326 -4.094
C: -1.355 0.323 -5.354
C: -0.664 1.264 -6.407
N: -2.580 0.965 -5.001
H: 2.741 -0.541 -3.809
H: 1.493 -0.560 -2.530
H: 2.000 0.858 -3.403
H: -0.947 -0.150 -3.123
H: -0.231 1.284 -3.717
H: -1.507 -0.807 -5.553
H: 0.255 0.950 -6.536
H: -0.535 2.396 -6.378
H: -1.091 1.232 -7.328
H: -2.401 1.925 -4.936
H: -2.885 0.456 -4.177
C: 5.206 0.796 4.754
O: 5.104 1.195 6.061
C: 6.371 1.220 6.642
C: 6.301 1.416 8.221
C: 5.523 2.604 8.699
N: 7.571 1.281 8.824
H: 5.760 1.487 4.089
H: 4.176 0.782 4.327
H: 5.464 -0.208 4.751
H: 6.831 0.143 6.505
H: 6.853 2.059 6.084
H: 5.684 0.672 8.692
H: 5.418 2.682 9.888
H: 4.463 2.726 8.398
H: 6.110 3.451 8.397
H: 7.919 0.283 8.531
H: 7.621 1.195 9.964
C: -4.547 1.293 4.206
O: -5.064 1.905 3.143
C: -4.095 2.411 2.200
C: -4.609 2.089 0.771
C: -5.875 2.857 0.511
N: -4.857 0.667 0.678
H: -5.312 1.166 4.812
H: -4.090 1.864 4.933
H: -3.789 0.538 4.106
H: -3.879 3.434 2.243
H: -3.098 1.939 2.188
H: -3.994 2.386 -0.062
H: -5.595 3.846 0.404
H: -6.674 2.617 1.215
H: -6.230 2.666 -0.615
H: -5.319 0.644 1.686
H: -3.841 0.359 0.607
C: 1.695 -0.912 2.622
O: 0.494 -0.537 2.071
C: 0.239 -1.064 0.702
C: -1.026 -0.424 0.174
C: -0.845 1.020 -0.294
N: -2.049 -0.586 1.138
H: 2.574 -0.591 2.045
H: 1.705 -1.822 3.022
H: 1.822 -0.570 3.541
H: 1.166 -0.642 0.427
H: 0.244 -2.167 0.810
H: -1.418 -0.959 -0.756
H: -0.217 0.971 -1.019
H: -0.378 1.495 0.488
H: -1.761 1.429 -0.554
H: -1.548 -0.559 1.965
H: -2.137 -1.564 1.235
C: 2.211 -3.976 -1.103
O: 3.125 -4.935 -1.680
C: 3.229 -4.873 -3.065
C: 4.600 -5.484 -3.403
C: 5.931 -4.870 -2.844
N: 4.648 -5.654 -4.771
H: 1.319 -4.047 -1.710
H: 2.422 -2.971 -1.181
H: 1.893 -4.063 -0.042
H: 2.388 -5.323 -3.578
H: 3.348 -3.930 -3.466
H: 4.474 -6.483 -2.904
H: 6.954 -5.162 -2.918
H: 5.921 -4.739 -1.737
H: 5.824 -3.858 -3.227
H: 4.695 -4.819 -5.349
H: 3.802 -6.045 -5.122
C: 3.022 3.142 2.549
O: 2.841 3.092 1.209
C: 1.816 3.942 0.719
C: 1.554 3.682 -0.817
C: 2.874 3.944 -1.675
N: 0.494 4.548 -1.293
H: 3.901 2.664 2.964
H: 2.247 2.617 3.233
H: 2.888 4.102 2.983
H: 1.092 3.822 1.379
H: 2.286 5.019 0.910
H: 1.074 2.656 -0.992
H: 2.734 3.703 -2.733
H: 3.565 3.455 -1.301
H: 3.252 5.051 -1.572
H: 0.635 5.430 -0.821
H: -0.378 4.273 -0.741
C: -2.661 -3.824 -0.162
O: -3.759 -3.281 0.310
H: -2.838 -4.723 -0.722
H: -1.893 -3.844 0.645
H: -2.316 -3.251 -0.898
H: -4.478 -3.890 0.068

LUMO   0.015 Ha
E_HOMO   -0.300 Eh
ΔE to the lowest compared entry with this formula, charge and spin   1432.3 kJ/mol

M
In order: 604.95; 1000.64; 656.01
Unit: g/mol